Computed, not measured: a 10-piece molecular cluster, C87H192F2N10O4S2 overall, with ωB97M-V with the def2-TZVPD basis set.

Bonds (Å) are listed after each position.
Atoms and positions in Å:
1 C 16.49 14.49 34.26  C2 1.593, H11 1.076, H12 1.083, H13 1.090
2 C 15.69 13.62 33.20  C1 1.593, C3 1.515, H14 1.112, H15 1.103
3 C 16.57 12.82 32.26  C2 1.515, C4 1.530, H16 1.087, H17 1.093
4 C 17.55 13.76 31.57  C3 1.530, N5 1.466, H18 1.090, H19 1.069
5 N 18.39 13.12 30.55  C4 1.466, C6 1.528, C9 1.520, C10 1.473
6 C 17.65 12.85 29.24  N5 1.528, C7 1.508, H20 1.103, H21 1.098
7 C 18.71 12.79 28.17  C6 1.508, C8 1.560, H22 1.087, H23 1.084
8 C 19.91 13.64 28.70  C7 1.560, C9 1.517, H24 1.093, H25 1.089
9 C 19.46 14.09 30.08  N5 1.520, C8 1.517, H26 1.099, H27 1.074
10 C 18.98 11.88 31.09  N5 1.473, H28 1.084, H29 1.069, H30 1.091
11 H 17.33 13.93 34.64  C1 1.076
12 H 15.86 14.63 35.13  C1 1.083
13 H 16.85 15.47 33.93  C1 1.090
14 H 14.99 14.25 32.60  C2 1.112
15 H 15.07 12.89 33.75  C2 1.103
16 H 15.99 12.28 31.51  C3 1.087
17 H 17.11 12.09 32.87  C3 1.093
18 H 18.12 14.34 32.30  C4 1.090
19 H 16.87 14.38 31.02  C4 1.069
20 H 17.15 11.88 29.39  C6 1.103
21 H 16.93 13.66 29.05  C6 1.098
22 H 19.06 11.77 28.02  C7 1.087
23 H 18.35 13.14 27.21  C7 1.084
24 H 20.78 12.99 28.75  C8 1.093
25 H 20.16 14.42 27.99  C8 1.089
26 H 20.33 14.10 30.76  C9 1.099
27 H 19.04 15.08 30.06  C9 1.074
28 H 19.69 11.38 30.44  C10 1.084
29 H 18.19 11.20 31.33  C10 1.069
30 H 19.35 12.21 32.06  C10 1.091
31 C 21.90 13.60 17.70  C32 1.560, H41 1.100, H42 1.090, H43 1.103
32 C 20.62 13.80 18.57  C31 1.560, C33 1.556, H44 1.098, H45 1.091
33 C 19.40 13.63 17.62  C32 1.556, C34 1.540, H46 1.089, H47 1.094
34 C 18.14 13.96 18.45  C33 1.540, N35 1.493, H48 1.075, H49 1.101
35 N 16.86 13.97 17.68  C34 1.493, C36 1.524, C39 1.499, C40 1.532
36 C 16.84 14.90 16.47  N35 1.524, C37 1.561, H50 1.098, H51 1.092
37 C 15.30 14.98 16.27  C36 1.561, C38 1.503, H52 1.093, H53 1.082
38 C 14.60 14.77 17.58  C37 1.503, C39 1.486, H54 1.090, H55 1.076
39 C 15.68 14.37 18.52  N35 1.499, C38 1.486, H56 1.120, H57 1.092
40 C 16.64 12.53 17.22  N35 1.532, H58 1.079, H59 1.075, H60 1.086
41 H 21.76 14.27 16.84  C31 1.100
42 H 22.00 12.55 17.42  C31 1.090
43 H 22.80 13.93 18.24  C31 1.103
44 H 20.57 14.81 18.99  C32 1.098
45 H 20.60 13.04 19.36  C32 1.091
46 H 19.27 12.67 17.13  C33 1.089
47 H 19.55 14.37 16.82  C33 1.094
48 H 18.22 14.90 18.95  C34 1.075
49 H 18.07 13.15 19.19  C34 1.101
50 H 17.38 14.50 15.60  C36 1.098
51 H 17.28 15.86 16.74  C36 1.092
52 H 14.98 14.16 15.62  C37 1.093
53 H 15.03 15.89 15.75  C37 1.082
54 H 13.82 14.00 17.55  C38 1.090
55 H 14.02 15.62 17.91  C38 1.076
56 H 15.40 13.43 19.07  C39 1.120
57 H 16.04 15.08 19.26  C39 1.092
58 H 15.66 12.58 16.77  C40 1.079
59 H 16.83 11.85 18.02  C40 1.075
60 H 17.24 12.29 16.35  C40 1.086
61 C 12.23 18.42 15.96  C62 1.539, H71 1.102, H72 1.079, H73 1.084
62 C 13.37 19.45 15.99  C61 1.539, C63 1.529, H74 1.076, H75 1.097
63 C 14.11 19.36 17.33  C62 1.529, C64 1.496, H76 1.085, H77 1.121
64 C 15.20 20.37 17.50  C63 1.496, N65 1.517, H78 1.094, H79 1.098
65 N 15.91 20.35 18.84  C64 1.517, C66 1.485, C69 1.494, C70 1.483
66 C 17.03 21.33 18.75  N65 1.485, C67 1.525, H80 1.086, H81 1.086
67 C 18.10 20.88 19.73  C66 1.525, C68 1.571, H82 1.100, H83 1.087
68 C 17.69 19.42 20.14  C67 1.571, C69 1.513, H84 1.101, H85 1.088
69 C 16.52 19.05 19.25  N65 1.494, C68 1.513, H86 1.090, H87 1.114
70 C 14.87 20.78 19.80  N65 1.483, H88 1.072, H89 1.099, H90 1.092
71 H 12.69 17.41 15.95  C61 1.102
72 H 11.70 18.57 15.03  C61 1.079
73 H 11.63 18.48 16.86  C61 1.084
74 H 12.96 20.44 15.88  C62 1.076
75 H 14.10 19.31 15.18  C62 1.097
76 H 14.50 18.35 17.39  C63 1.085
77 H 13.35 19.40 18.16  C63 1.121
78 H 14.92 21.42 17.39  C64 1.094
79 H 16.01 20.20 16.77  C64 1.098
80 H 16.52 22.27 18.97  C66 1.086
81 H 17.41 21.38 17.73  C66 1.086
82 H 18.10 21.51 20.63  C67 1.100
83 H 19.10 20.95 19.30  C67 1.087
84 H 17.39 19.50 21.20  C68 1.101
85 H 18.51 18.71 20.14  C68 1.088
86 H 15.80 18.46 19.80  C69 1.090
87 H 16.84 18.55 18.31  C69 1.114
88 H 15.29 21.16 20.71  C70 1.072
89 H 14.17 19.95 19.94  C70 1.099
90 H 14.30 21.59 19.33  C70 1.092
91 C 24.65 13.15 27.07  C92 1.518, H101 1.087, H102 1.095, H103 1.095
92 C 25.77 13.93 26.41  C91 1.518, C93 1.531, H104 1.112, H105 1.084
93 C 25.43 14.43 25.01  C92 1.531, C94 1.499, H106 1.108, H107 1.091
94 C 26.58 15.01 24.24  C93 1.499, N95 1.494, H108 1.100, H109 1.102
95 N 26.20 15.81 23.04  C94 1.494, C96 1.516, C99 1.505, C100 1.487
96 C 27.46 16.25 22.32  N95 1.516, C97 1.527, H110 1.073, H111 1.068
97 C 26.92 17.33 21.39  C96 1.527, C98 1.533, H112 1.077, H113 1.100
98 C 25.87 18.07 22.23  C97 1.533, C99 1.542, H114 1.069, H115 1.095
99 C 25.50 17.10 23.37  N95 1.505, C98 1.542, H116 1.077, H117 1.096
100 C 25.38 14.95 22.15  N95 1.487, H118 1.077, H119 1.071, H120 1.086
101 H 24.92 12.79 28.06  C91 1.087
102 H 24.33 12.26 26.51  C91 1.095
103 H 23.78 13.78 27.32  C91 1.095
104 H 26.74 13.40 26.46  C92 1.112
105 H 26.00 14.81 27.02  C92 1.084
106 H 24.73 15.29 25.12  C93 1.108
107 H 24.89 13.67 24.44  C93 1.091
108 H 27.29 14.19 24.02  C94 1.100
109 H 27.17 15.69 24.88  C94 1.102
110 H 27.85 15.37 21.84  C96 1.073
111 H 28.16 16.62 23.04  C96 1.068
112 H 26.47 16.86 20.54  C97 1.077
113 H 27.67 18.00 20.95  C97 1.100
114 H 25.01 18.29 21.64  C98 1.069
115 H 26.16 19.01 22.72  C98 1.095
116 H 24.45 16.88 23.44  C99 1.077
117 H 25.90 17.52 24.30  C99 1.096
118 H 25.88 14.01 22.00  C100 1.077
119 H 25.28 15.49 21.23  C100 1.071
120 H 24.38 14.84 22.56  C100 1.086
121 C 19.57 18.57 28.27  C122 1.508, H131 1.084, H132 1.089, H133 1.100
122 C 20.28 18.68 29.60  C121 1.508, C123 1.571, H134 1.111, H135 1.092
123 C 21.82 18.40 29.44  C122 1.571, C124 1.517, H136 1.112, H137 1.098
124 C 22.49 18.12 30.78  C123 1.517, N125 1.472, H138 1.098, H139 1.084
125 N 23.97 18.11 30.78  C124 1.472, C126 1.482, C129 1.522, C130 1.477
126 C 24.54 19.42 30.39  N125 1.482, C127 1.553, H140 1.094, H141 1.085
127 C 25.93 19.48 31.08  C126 1.553, C128 1.513, H142 1.087, H143 1.089
128 C 25.94 18.33 32.06  C127 1.513, C129 1.516, H144 1.096, H145 1.107
129 C 24.49 17.90 32.19  N125 1.522, C128 1.516, H146 1.104, H147 1.089
130 C 24.41 17.02 29.88  N125 1.477, H148 1.070, H149 1.095, H150 1.085
131 H 18.50 18.67 28.44  C121 1.084
132 H 19.70 17.62 27.76  C121 1.089
133 H 19.95 19.31 27.56  C121 1.100
134 H 19.82 17.98 30.33  C122 1.111
135 H 20.13 19.68 30.00  C122 1.092
136 H 22.37 19.31 29.13  C123 1.112
137 H 21.98 17.71 28.60  C123 1.098
138 H 22.14 17.14 31.11  C124 1.098
139 H 22.14 18.87 31.47  C124 1.084
140 H 24.61 19.47 29.30  C126 1.094
141 H 23.88 20.22 30.69  C126 1.085
142 H 26.75 19.44 30.38  C127 1.087
143 H 25.94 20.47 31.55  C127 1.089
144 H 26.63 17.56 31.72  C128 1.096
145 H 26.40 18.52 33.05  C128 1.107
146 H 24.30 16.86 32.51  C129 1.104
147 H 23.92 18.57 32.84  C129 1.089
148 H 24.16 17.35 28.89  C130 1.070
149 H 23.85 16.12 30.14  C130 1.095
150 H 25.48 16.88 29.96  C130 1.085
151 C 23.12 7.95 25.75  C152 1.545, H161 1.100, H162 1.086, H163 1.097
152 C 23.24 9.49 25.79  C151 1.545, C153 1.526, H164 1.096, H165 1.107
153 C 21.90 10.18 25.57  C152 1.526, C154 1.583, H166 1.094, H167 1.110
154 C 21.30 9.99 24.11  C153 1.583, N155 1.559, H168 1.084, H169 1.088
155 N 21.19 11.27 23.23  C154 1.559, C156 1.501, C159 1.570, C160 1.484
156 C 20.75 10.87 21.85  N155 1.501, C157 1.567, H170 1.099, H171 1.099
157 C 22.08 10.34 21.20  C156 1.567, C158 1.503, H172 1.080, H173 1.099
158 C 23.20 11.04 21.92  C157 1.503, C159 1.550, H174 1.086, H175 1.097
159 C 22.58 11.96 23.01  N155 1.570, C158 1.550, H176 1.069, H177 1.091
160 C 20.18 12.16 23.85  N155 1.484, H178 1.109, H179 1.079, H180 1.095
161 H 22.65 7.49 26.63  C151 1.100
162 H 24.12 7.55 25.70  C151 1.086
163 H 22.58 7.57 24.88  C151 1.097
164 H 23.91 9.75 24.97  C152 1.096
165 H 23.75 9.89 26.69  C152 1.107
166 H 21.99 11.27 25.62  C153 1.094
167 H 21.12 9.83 26.28  C153 1.110
168 H 20.26 9.71 24.14  C154 1.084
169 H 21.73 9.18 23.52  C154 1.088
170 H 20.30 11.73 21.34  C156 1.099
171 H 19.95 10.12 21.92  C156 1.099
172 H 21.99 10.57 20.14  C157 1.080
173 H 22.11 9.25 21.32  C157 1.099
174 H 23.89 11.56 21.27  C158 1.086
175 H 23.85 10.24 22.31  C158 1.097
176 H 22.41 12.95 22.64  C159 1.069
177 H 23.23 12.06 23.88  C159 1.091
178 H 20.52 12.43 24.87  C160 1.109
179 H 19.21 11.68 23.83  C160 1.079
180 H 20.05 13.10 23.30  C160 1.095
181 C 9.90 12.75 25.27  C182 1.477, H193 1.077, H194 1.105, H195 1.088
182 C 10.74 13.34 24.21  C181 1.477, C183 1.503, H196 1.104, H197 1.080
183 C 12.13 13.71 24.65  C182 1.503, C184 1.514, H198 1.097, H199 1.091
184 C 13.07 14.15 23.54  C183 1.514, N185 1.479, H200 1.086, H201 1.105
185 N 14.46 14.51 23.88  C184 1.479, C186 1.532, C189 1.469, C190 1.548
186 C 14.61 15.87 24.58  N185 1.532, C187 1.542, H202 1.086, H203 1.077
187 C 16.06 16.29 24.30  C186 1.542, C188 1.544, H204 1.080, H205 1.087
188 C 16.44 15.49 23.03  C187 1.544, C189 1.520, H206 1.080, H207 1.064
189 C 15.21 14.70 22.63  N185 1.469, C188 1.520, H208 1.097, H209 1.107
190 C 15.14 13.44 24.76  N185 1.548, C191 1.526, H210 1.088, H211 1.102
191 C 15.20 12.03 24.18  C190 1.526, C192 1.528, H212 1.110, H213 1.085
192 C 16.28 11.11 24.75  C191 1.528, H214 1.089, H215 1.089, H216 1.081
193 H 9.63 13.47 26.03  C181 1.077
194 H 10.41 11.87 25.70  C181 1.105
195 H 8.91 12.47 24.94  C181 1.088
196 H 10.31 14.26 23.78  C182 1.104
197 H 10.85 12.60 23.42  C182 1.080
198 H 12.61 12.88 25.17  C183 1.097
199 H 12.08 14.49 25.40  C183 1.091
200 H 12.62 15.00 23.04  C184 1.086
201 H 13.22 13.34 22.80  C184 1.105
202 H 14.45 15.73 25.64  C186 1.086
203 H 13.76 16.38 24.15  C186 1.077
204 H 16.70 16.11 25.15  C187 1.080
205 H 16.12 17.37 24.16  C187 1.087
206 H 17.27 14.87 23.35  C188 1.080
207 H 16.87 16.03 22.22  C188 1.064
208 H 15.42 13.71 22.21  C189 1.097
209 H 14.52 15.27 21.97  C189 1.107
210 H 14.56 13.43 25.68  C190 1.088
211 H 16.11 13.90 25.01  C190 1.102
212 H 15.41 12.06 23.09  C191 1.110
213 H 14.24 11.54 24.29  C191 1.085
214 H 16.29 10.17 24.19  C192 1.089
215 H 16.19 10.91 25.81  C192 1.089
216 H 17.19 11.68 24.63  C192 1.081
217 C 23.09 19.20 18.12  C218 1.563, H229 1.086, H230 1.069, H231 1.081
218 C 23.11 17.66 17.87  C217 1.563, C219 1.567, H232 1.089, H233 1.107
219 C 23.83 17.22 16.55  C218 1.567, C220 1.539, H234 1.094, H235 1.102
220 C 23.43 18.19 15.42  C219 1.539, N221 1.505, H236 1.093, H237 1.079
221 N 23.83 17.68 14.06  C220 1.505, C222 1.585, C225 1.513, C226 1.508
222 C 23.21 18.68 12.99  N221 1.585, C223 1.471, H238 1.072, H239 1.080
223 C 24.30 18.90 12.04  C222 1.471, C224 1.543, H240 1.101, H241 1.088
224 C 25.56 18.93 12.93  C223 1.543, C225 1.536, H242 1.111, H243 1.113
225 C 25.33 17.74 13.87  N221 1.513, C224 1.536, H244 1.105, H245 1.106
226 C 23.33 16.29 13.77  N221 1.508, C227 1.605, H246 1.071, H247 1.067
227 C 21.77 16.08 14.08  C226 1.605, C228 1.513, H248 1.074, H249 1.099
228 C 21.27 14.81 13.42  C227 1.513, H250 1.089, H251 1.074, H252 1.062
229 H 24.09 19.61 18.05  C217 1.086
230 H 22.68 19.49 19.06  C217 1.069
231 H 22.46 19.69 17.39  C217 1.081
232 H 22.10 17.25 17.83  C218 1.089
233 H 23.57 17.05 18.67  C218 1.107
234 H 23.51 16.22 16.25  C219 1.094
235 H 24.93 17.17 16.68  C219 1.102
236 H 23.96 19.14 15.48  C220 1.093
237 H 22.37 18.34 15.56  C220 1.079
238 H 22.39 18.12 12.60  C222 1.072
239 H 22.91 19.58 13.51  C222 1.080
240 H 24.47 18.10 11.30  C223 1.101
241 H 24.19 19.87 11.55  C223 1.088
242 H 26.53 18.77 12.40  C224 1.111
243 H 25.67 19.90 13.46  C224 1.113
244 H 25.62 16.76 13.46  C225 1.105
245 H 25.80 17.78 14.87  C225 1.106
246 H 23.93 15.57 14.28  C226 1.071
247 H 23.54 16.09 12.74  C226 1.067
248 H 21.24 16.92 13.65  C227 1.074
249 H 21.67 16.09 15.17  C227 1.099
250 H 21.95 14.01 13.71  C228 1.089
251 H 21.31 15.06 12.38  C228 1.074
252 H 20.25 14.70 13.68  C228 1.062
253 C 17.38 20.92 23.65  C254 1.534, H265 1.097, H266 1.073, H267 1.101
254 C 18.83 20.51 23.97  C253 1.534, C255 1.508, H268 1.074, H269 1.119
255 C 19.88 21.58 23.87  C254 1.508, C256 1.535, H270 1.088, H271 1.083
256 C 21.23 20.91 24.15  C255 1.535, N257 1.488, H272 1.086, H273 1.096
257 N 22.43 21.79 24.05  C256 1.488, C258 1.473, C261 1.513, C262 1.524
258 C 23.69 21.05 24.21  N257 1.473, C259 1.522, H274 1.094, H275 1.083
259 C 24.04 20.95 25.69  C258 1.522, C260 1.520, H276 1.090, H277 1.081
260 C 23.01 21.85 26.36  C259 1.520, C261 1.505, H278 1.115, H279 1.091
261 C 22.45 22.70 25.25  N257 1.513, C260 1.505, H280 1.076, H281 1.094
262 C 22.29 22.63 22.78  N257 1.524, C263 1.528, H282 1.098, H283 1.110
263 C 22.17 21.89 21.45  C262 1.528, C264 1.540, H284 1.115, H285 1.105
264 C 22.29 22.89 20.28  C263 1.540, H286 1.092, H287 1.104, H288 1.081
265 H 17.31 21.27 22.62  C253 1.097
266 H 16.97 21.71 24.25  C253 1.073
267 H 16.69 20.06 23.65  C253 1.101
268 H 19.19 19.69 23.39  C254 1.074
269 H 18.83 20.10 25.01  C254 1.119
270 H 19.61 22.28 24.66  C255 1.088
271 H 19.81 22.03 22.89  C255 1.083
272 H 21.53 20.07 23.54  C256 1.086
273 H 21.31 20.57 25.19  C256 1.096
274 H 24.45 21.68 23.73  C258 1.094
275 H 23.65 20.12 23.67  C258 1.083
276 H 25.09 21.19 25.86  C259 1.090
277 H 23.97 19.96 26.11  C259 1.081
278 H 23.32 22.40 27.28  C260 1.115
279 H 22.25 21.12 26.65  C260 1.091
280 H 23.12 23.50 24.96  C261 1.076
281 H 21.43 23.04 25.46  C261 1.094
282 H 23.12 23.35 22.70  C262 1.098
283 H 21.36 23.19 22.98  C262 1.110
284 H 21.18 21.38 21.37  C263 1.115
285 H 22.96 21.12 21.36  C263 1.105
286 H 22.00 22.33 19.39  C264 1.092
287 H 23.35 23.21 20.19  C264 1.104
288 H 21.65 23.75 20.40  C264 1.081
289 N 21.46 15.62 23.35  S290 1.651, S294 1.563
290 S 20.77 16.09 24.77  N289 1.651, O291 1.462, O292 1.426, F293 1.524
291 O 19.61 15.27 25.10  S290 1.462
292 O 20.75 17.51 24.68  S290 1.426
293 F 21.93 15.72 25.70  S290 1.524
294 S 21.41 16.40 21.99  N289 1.563, O295 1.496, O296 1.487, F297 1.483
295 O 22.25 17.64 22.07  S294 1.496
296 O 20.03 16.59 21.47  S294 1.487
297 F 22.15 15.38 21.22  S294 1.483

Output
HOMO level   -0.8313 Ha
Gap between HOMO and LUMO   9.5 eV
Total charge   +8
Total energy   -5271.41848 Ha

Results of the Löwdin charge analysis, in e, for atoms 1 through 5: C -0.070; C -0.210; C -0.205; C -0.150; N -0.272